The following is a DFT calculation (ωB97M-V/def2-TZVPD) of the molecule C4H7NO2.

Computed properties:
* molar mass: 101.1 g mol⁻¹
* orbital gap: 10.84 eV
* energy above the lowest of the compared OMol25 structures with the same formula, charge and spin: 0.0645 eV
* highest occupied orbital energy: -10.082 eV

Each line ends with the Mulliken charge.
Geometry (Å):
O: -0.56 0.69 1.09  -0.36
O: -1.65 -0.91 2.26  -0.58
N: -1.04 -1.21 0.04  -0.21
C: 0.11 0.78 -0.18  0.40
C: -1.14 -0.53 1.23  0.46
C: 1.60 0.72 0.08  -1.34
C: -0.45 -0.40 -1.00  -0.51
H: 1.90 1.55 0.72  0.36
H: -0.17 1.74 -0.62  0.28
H: -1.78 -1.86 -0.16  0.27
H: -1.18 -0.08 -1.75  0.28
H: 1.85 -0.21 0.59  0.33
H: 2.17 0.77 -0.85  0.36
H: 0.36 -0.94 -1.51  0.25

The following is a DFT calculation (ωB97M-V/def2-TZVPD) of a structure of composition C24H23AuNO4S7.

Computed properties:
* molar mass: 810.9 g mol⁻¹
* total charge: -1
* orbital gap: 6.82 eV
* energy above the lowest of the compared OMol25 structures with the same formula, charge and spin: 0.7528 eV
* highest occupied orbital energy: -5.328 eV

Each line ends with the Mulliken charge.
Geometry (Å):
Au: 0.79 0.29 0.00  0.41
S: 5.30 -1.27 -1.26  -0.11
S: 3.37 2.52 -0.44  -0.02
S: -2.88 -0.05 -0.93  0.30
S: 6.01 1.42 -0.11  -0.07
S: 2.22 0.10 -1.80  -0.33
S: 4.41 -2.93 4.85  1.29
S: 5.51 4.22 0.74  -0.28
O: 3.94 -3.37 6.16  -0.69
O: -1.89 0.06 0.16  -0.35
O: 5.46 -1.93 4.89  -0.69
O: 4.64 -4.02 3.91  -0.72
N: 0.13 0.27 2.11  -0.36
C: -4.29 2.92 -0.80  -0.24
C: -3.62 -2.48 0.22  -0.01
C: -4.18 2.30 1.52  -0.22
C: 4.96 -2.08 0.33  -0.51
C: -4.02 3.64 1.86  -0.68
C: 3.01 -2.03 4.15  -0.12
C: -5.28 -3.28 1.77  -0.54
C: -4.48 0.49 -0.19  -0.98
C: 1.69 -0.03 3.98  -0.94
C: 1.04 -0.55 2.87  1.09
C: 4.81 0.37 -0.85  -0.19
C: -4.33 1.93 0.19  0.26
C: 2.69 -0.77 4.61  -0.80
C: -4.30 -3.47 2.74  -0.47
C: -3.99 4.61 0.88  -0.40
C: 5.00 2.80 0.10  0.09
C: -4.13 4.25 -0.45  -0.66
C: 1.34 -1.83 2.43  0.05
C: 3.58 0.87 -1.03  0.16
C: -3.25 -1.87 -1.09  -1.20
C: -2.97 -3.18 2.44  -0.63
C: -4.94 -2.79 0.52  -0.24
C: 2.32 -2.57 3.07  -1.00
C: -2.63 -2.70 1.18  0.10
H: -4.57 -3.84 3.72  0.40
H: 5.30 -3.11 0.24  0.36
H: -5.23 0.34 -0.96  0.54
H: -5.71 -2.65 -0.23  0.34
H: -4.10 5.00 -1.23  0.38
H: -2.20 -3.34 3.18  0.49
H: -4.39 2.63 -1.84  0.37
H: -0.81 -0.12 2.03  0.20
H: -2.32 -2.27 -1.49  0.44
H: 1.45 0.98 4.32  0.28
H: -4.69 -0.13 0.68  0.44
H: 0.06 1.20 2.50  0.26
H: -3.87 5.65 1.14  0.38
H: -4.04 -1.95 -1.84  0.53
H: -1.60 -2.48 0.95  0.46
H: -6.31 -3.52 1.99  0.38
H: -3.91 3.92 2.90  0.38
H: 2.60 -3.56 2.74  0.52
H: 0.83 -2.22 1.55  0.48
H: -4.19 1.54 2.29  0.38
H: 5.51 -1.58 1.13  0.29
H: 3.89 -2.05 0.53  0.02
H: 3.24 -0.36 5.45  0.39

The following is a DFT calculation (ωB97M-V/def2-TZVPD) of the molecule C7H17N.

Computed properties:
* molar mass: 115.2 g mol⁻¹
* orbital gap: 9.73 eV
* energy above the lowest of the compared OMol25 structures with the same formula, charge and spin: 0.3766 eV
* highest occupied orbital energy: -8.638 eV

Each line ends with the Mulliken charge.
Geometry (Å):
N: 0.47 0.37 0.82  -0.21
C: 1.09 1.67 -1.81  -1.51
C: -1.67 0.16 2.12  -1.47
C: 0.11 -1.59 2.29  -1.40
C: -0.11 -0.07 -0.44  -0.90
C: 0.27 -0.44 -2.86  -1.62
C: -0.15 -0.11 2.05  0.37
C: 0.82 0.19 -1.60  0.94
H: -1.98 1.14 1.76  0.37
H: 0.26 0.49 2.85  0.33
H: 1.60 1.82 -2.77  0.43
H: 0.54 1.36 0.84  0.27
H: -0.28 -2.16 1.45  0.30
H: 0.04 -1.49 -2.77  0.40
H: 0.16 2.25 -1.92  0.30
H: -1.11 0.35 -0.64  0.27
H: -2.25 -0.56 1.53  0.32
H: 1.76 -0.29 -1.32  0.17
H: 1.18 -1.76 2.40  0.32
H: 1.72 2.05 -1.01  0.37
H: 0.91 -0.34 -3.74  0.41
H: -2.05 -0.02 3.13  0.43
H: -0.38 -1.94 3.20  0.44
H: -0.65 0.07 -3.20  0.33
H: -0.29 -1.15 -0.35  0.33

The following is a DFT calculation (ωB97M-V/def2-TZVPD) of a cluster of 7 separate species, C38H70Br14F9N4O3S in total.

Computed properties:
* molar mass: 1952.7 g mol⁻¹
* total charge: +1
* orbital gap: 6.89 eV
* highest occupied orbital energy: -10.678 eV

Each line ends with the Mulliken charge.
Geometry (Å):
Br: 5.80 4.77 -10.26  -0.14
Br: 3.71 -0.97 -6.41  -0.13
Br: 4.08 0.88 -9.91  -0.12
Br: 1.28 1.76 -12.16  -0.15
Br: 1.41 5.58 3.23  -0.07
Br: -4.61 -6.60 3.38  -0.15
Br: 6.34 2.06 5.58  -0.12
Br: 7.95 0.25 2.79  -0.13
Br: -1.89 7.22 2.93  -0.13
Br: -3.45 -10.07 2.88  -0.13
Br: -4.59 3.43 3.45  -0.10
Br: -1.29 1.78 3.74  0.46
Br: 5.93 1.23 -4.45  -0.12
Br: 2.67 6.74 -10.25  -0.15
S: -9.22 0.30 -0.53  1.12
F: -9.04 1.78 1.73  -0.27
F: -10.19 -0.14 -1.88  -0.28
F: -7.84 -0.02 -1.48  -0.29
F: -9.36 1.93 -1.04  -0.27
F: -8.36 -0.50 1.92  -0.24
F: -6.57 2.29 -0.21  -0.31
F: -9.30 -1.36 -0.03  -0.32
F: -10.71 0.53 0.35  -0.31
F: -6.42 1.95 2.13  -0.33
O: 2.83 1.59 2.67  -0.41
O: 0.11 -1.75 -0.28  -0.33
O: -2.70 -4.23 0.43  -0.30
N: 0.49 0.29 3.86  -0.43
N: 1.95 1.03 1.81  0.90
N: -0.27 -0.24 1.62  0.95
N: -1.19 -0.65 2.60  0.83
C: -3.13 3.77 4.70  -0.65
C: 1.61 0.12 -11.16  -0.64
C: -1.40 -1.93 6.33  -0.70
C: -0.57 -0.53 0.18  -0.50
C: -3.64 -5.12 -0.31  -0.42
C: 0.91 7.45 3.49  -0.61
C: 4.05 4.35 -11.01  -0.54
C: 2.19 0.41 -9.80  -0.59
C: 4.00 -3.40 2.30  -0.94
C: -1.67 -0.73 5.45  -0.30
C: -6.75 1.24 0.84  0.69
C: -5.19 -0.58 2.20  -0.56
C: 4.66 -0.98 -2.33  -0.91
C: 3.41 5.57 -11.62  -0.49
C: 2.25 1.25 0.35  -1.49
C: 5.03 1.56 -6.14  -0.53
C: 8.67 1.64 3.95  -0.59
C: -3.67 -0.12 2.72  0.18
C: 8.19 1.46 5.38  -0.58
C: 3.19 -1.99 2.71  0.41
C: 0.85 0.43 2.36  -0.56
C: -1.84 -3.47 -0.55  -0.53
C: -2.54 -1.32 2.50  -0.62
C: 4.21 -0.67 2.66  0.07
C: -0.84 -0.39 4.08  0.09
C: -5.13 -4.84 0.36  0.06
C: -0.47 -2.98 0.26  -0.18
C: -0.43 7.56 4.18  -0.57
C: -5.10 -9.41 3.68  -0.59
C: 4.13 0.35 -1.48  0.43
C: 2.82 -0.01 -0.51  0.48
C: -5.60 0.03 0.74  -0.90
C: 3.64 0.96 -6.14  -0.45
C: -1.79 3.65 4.01  -0.73
C: 5.43 0.91 -0.66  -1.00
C: -8.27 0.69 1.02  0.70
C: 3.64 0.65 3.41  0.31
C: -5.62 -8.20 2.93  -0.63
H: 5.95 1.80 -1.25  0.25
H: 1.29 1.79 -0.12  0.39
H: -2.73 -2.17 3.31  0.13
H: -1.00 4.07 4.64  0.25
H: 3.09 2.10 0.27  0.48
H: 0.32 -3.84 0.02  0.43
H: 9.76 1.52 3.90  0.36
H: -3.29 4.79 5.05  0.41
H: -3.61 -4.96 -1.47  0.37
H: -0.24 0.33 -0.58  0.21
H: 1.97 -0.27 -1.31  0.23
H: -4.89 -9.21 4.73  0.37
H: -6.00 -0.41 3.05  0.47
H: -6.02 -5.12 -0.36  0.32
H: -5.58 -8.31 1.84  0.39
H: -5.14 -1.76 2.07  0.34
H: 4.58 1.24 3.84  -0.61
H: 3.29 -4.33 2.49  0.32
H: -5.98 -0.85 0.08  0.37
H: -1.72 -0.68 -0.07  -0.03
H: 8.23 0.42 5.72  0.37
H: 5.14 1.37 0.40  0.23
H: 4.97 2.65 -6.23  0.38
H: 2.27 -0.50 -11.78  0.39
H: 0.64 -0.36 -11.08  0.39
H: 0.94 7.93 2.51  0.37
H: 8.39 2.60 3.52  0.38
H: -2.52 0.00 5.82  0.25
H: 5.67 1.17 -6.93  0.34
H: 5.16 -1.02 3.28  0.42
H: -2.32 -2.46 6.83  0.28
H: -5.80 -10.24 3.60  0.35
H: 3.80 1.19 -2.23  0.17
H: -0.55 6.87 5.01  0.34
H: -3.69 0.30 3.82  -0.24
H: 4.54 -1.95 -1.68  0.27
H: -1.76 4.14 3.03  0.46
H: -6.65 -7.98 3.23  0.40
H: -0.60 -3.00 1.43  0.11
H: -1.52 -4.22 -1.40  0.49
H: 4.25 3.59 -11.78  0.34
H: 3.07 0.27 4.39  0.35
H: -3.31 -6.23 -0.08  0.22
H: 3.06 1.34 -6.99  0.19
H: 3.09 1.13 -5.22  0.36
H: -2.41 -2.54 -1.01  0.19
H: 2.67 -2.10 3.78  0.28
H: 4.10 6.17 -12.22  0.39
H: 1.68 1.24 -9.28  0.41
H: 2.15 -0.48 -9.16  0.31
H: -5.13 -3.69 0.67  -0.14
H: 4.16 -1.04 -3.39  0.01
H: 6.19 0.03 -0.41  0.31
H: 4.11 -3.34 1.12  0.16
H: 2.31 -1.92 1.93  -0.50
H: -5.15 -5.44 1.38  -0.27
H: -0.32 -2.32 6.58  0.27
H: -3.25 3.08 5.53  0.38
H: 8.77 2.08 6.06  0.34
H: 5.03 -3.49 2.85  0.31
H: -3.34 0.74 1.96  0.21
H: 5.82 -0.78 -2.50  0.27
H: -4.68 0.53 0.16  0.30
H: -2.80 -1.80 1.46  -0.15
H: 3.46 3.90 -10.21  0.29
H: 3.03 -0.99 0.09  -0.30
H: 2.55 5.29 -12.24  0.30
H: 4.59 -0.52 1.56  -0.31
H: 1.70 7.86 4.12  0.33
H: -0.59 8.59 4.53  0.38